Here is C6H15N as an isolated structure in a non-equilibrium geometry from the OMol25 dataset. Energies are from the ωB97M-V functional and the def2-TZVPD basis.

Results
HOMO-LUMO gap = 9.841 eV
Molar mass = 101.19 g/mol
E = -292.25726 Ha

XYZ file:
```
22
Properties=species:S:1:pos:R:3:forces:R:3
C -0.761 -0.111 -0.106 2.51 0.43 1.41
C -1.053 1.299 0.384 -0.81 0.04 -0.66
C 0.973 -0.426 0.842 -2.25 -2.82 -0.90
C -0.397 -0.214 -1.570 0.01 -0.06 0.02
C -1.818 -1.117 0.297 0.46 -0.43 0.24
C 2.333 -0.367 0.153 -0.23 0.47 -0.39
N 0.112 2.140 0.486 2.60 -2.87 1.26
H 0.490 2.303 -0.448 -0.08 0.06 0.08
H 0.829 1.209 0.882 -2.16 4.20 -1.31
H -1.531 1.253 1.368 -0.02 -0.04 -0.13
H -1.777 1.726 -0.332 0.00 0.11 0.30
H 0.715 -1.488 0.898 0.14 -0.24 -0.07
H 1.028 -0.228 1.917 -0.28 0.74 -0.12
H 0.368 0.513 -1.850 0.02 -0.09 0.00
H -0.038 -1.220 -1.806 0.07 0.12 -0.01
H -1.274 -0.037 -2.206 0.02 0.02 0.16
H -2.124 -0.989 1.338 0.04 0.01 -0.07
H -2.714 -1.043 -0.333 0.18 0.17 0.02
H -1.431 -2.135 0.179 -0.13 0.08 0.01
H 3.083 -0.933 0.714 -0.15 0.11 0.06
H 2.680 0.663 0.046 0.18 -0.03 0.01
H 2.306 -0.798 -0.852 -0.11 0.04 0.10
```
Forces are in eV/Å.

Here is C24H18F3InN2O5STe as an isolated structure from the OMol25 dataset. Energies are from the ωB97M-V functional and the def2-TZVPD basis.

Results
HOMO-LUMO gap = 6.824 eV
Molar mass = 745.90 g/mol
E = -2567.04029 Ha

XYZ file:
```
55
Properties=species:S:1:pos:R:3:forces:R:3
In 0.860 -0.162 -0.656 0.43 0.31 0.20
C -0.045 -1.510 -3.468 -0.08 -0.02 0.02
O -0.231 -1.596 -2.044 -0.04 -0.18 -0.06
C -1.458 -2.019 -1.554 0.03 0.08 0.20
C -2.420 -2.625 -2.337 -0.03 0.03 0.08
C -3.628 -2.983 -1.751 -0.01 -0.02 -0.08
C -3.859 -2.749 -0.406 -0.05 0.00 0.07
C -2.878 -2.172 0.385 0.08 -0.02 -0.12
C -1.666 -1.803 -0.182 -0.09 -0.12 -0.16
N -0.578 -1.259 0.536 -0.25 -0.20 -0.16
N -0.638 -1.369 1.807 -0.04 0.12 -0.18
C 0.450 -1.125 2.553 0.07 -0.04 0.01
C 1.781 -1.254 2.033 0.06 -0.04 0.02
O 2.052 -1.379 0.792 -0.11 0.24 0.10
C 2.861 -1.340 2.985 -0.02 0.00 0.03
C 2.642 -1.233 4.310 0.05 0.00 -0.06
C 1.328 -1.061 4.859 -0.06 -0.02 -0.03
C 1.130 -0.945 6.243 -0.08 0.01 0.03
C -0.136 -0.794 6.756 0.04 -0.01 0.00
C -1.231 -0.752 5.886 -0.04 0.01 -0.02
C -1.056 -0.856 4.525 0.02 0.00 0.05
C 0.228 -1.024 3.985 0.01 0.02 0.08
H -0.955 -1.145 -3.939 0.03 0.04 0.01
H 0.234 -2.492 -3.849 -0.03 0.02 -0.03
H 0.751 -0.788 -3.631 0.06 -0.06 0.01
H -2.245 -2.822 -3.384 0.00 0.02 0.00
H -4.391 -3.448 -2.359 0.00 -0.01 0.00
H -4.806 -3.027 0.036 0.00 0.00 0.00
H -3.033 -2.007 1.440 0.01 0.01 0.02
H 3.852 -1.469 2.572 0.01 0.00 0.00
H 3.477 -1.271 5.001 0.02 -0.01 -0.01
H 1.990 -0.979 6.900 0.01 0.01 0.00
H -0.290 -0.702 7.823 0.02 0.00 0.01
H -2.228 -0.622 6.286 0.00 -0.01 0.00
H -1.907 -0.800 3.862 0.00 0.00 -0.03
Te 3.279 0.657 -1.386 0.14 -0.01 -0.02
C 2.825 2.276 -2.660 -0.06 -0.04 -0.20
C 3.135 2.178 -4.014 0.01 -0.08 0.00
C 2.883 3.241 -4.868 -0.01 0.02 -0.01
C 2.305 4.404 -4.379 0.00 0.01 -0.03
C 1.988 4.501 -3.033 -0.02 0.07 -0.02
C 2.257 3.447 -2.175 0.02 -0.05 0.15
H 3.569 1.267 -4.406 0.01 0.01 0.01
H 3.130 3.157 -5.919 0.00 -0.01 0.00
H 2.098 5.230 -5.046 0.00 0.00 0.00
H 1.522 5.398 -2.648 -0.01 0.00 0.02
H 2.012 3.534 -1.124 -0.01 0.02 0.02
F -2.996 0.621 -2.174 0.01 0.00 0.01
C -2.740 1.564 -1.263 -0.06 -0.01 0.08
F -3.023 1.069 -0.057 0.01 -0.01 -0.02
F -3.542 2.595 -1.492 0.02 0.02 -0.01
S -0.944 2.089 -1.353 0.05 -0.22 0.09
O -0.993 3.478 -1.647 0.09 0.12 -0.03
O -0.378 1.700 -0.043 -0.02 -0.01 0.28
O -0.346 1.177 -2.331 -0.19 0.00 -0.33
```
Forces are in eV/Å.